Record 1
Below is a structure of composition C28H37FMoN9O4PS, with properties calculated with ωB97M-V with the def2-TZVPD basis set.

As for the net charge: +2. Its HOMO-LUMO gap (alpha / beta) is 5.7 / 5.6 eV. As for the relative energy (zero: lowest compared OMol25 entry of this formula, charge and spin): 3.2 kJ/mol.

Last column: Löwdin charge in e.
CARTESIAN COORDINATES (ANGSTROEM)
Mo  0.1440  -0.0383  -0.3217  1.5674
C  -0.4818  5.2109  1.9204  -0.0468
N  -0.2626  4.0887  0.9934  -0.0972
C  -0.2229  2.7939  1.2583  -0.1168
N  0.1590  2.1336  0.1659  -0.0491
C  0.3499  3.1302  -0.7541  -0.1692
N  0.1090  4.3231  -0.2845  0.1666
C  0.8229  5.9085  2.2208  -0.2070
C  0.9688  7.2728  2.0303  -0.0161
C  2.1929  7.8814  2.2855  -0.0351
C  3.2793  7.1316  2.7016  0.0084
C  3.1340  5.7571  2.8787  -0.1263
C  1.9045  5.1571  2.6539  0.0216
C  4.2766  4.9281  3.2492  -0.2865
N  5.4975  5.2685  3.4657  0.1414
N  6.1921  4.0939  3.7212  0.1404
C  5.3351  3.1392  3.6398  -0.2906
O  4.0910  3.5874  3.3431  0.1157
C  5.5372  1.7027  3.8026  -0.1255
C  6.8229  1.1944  3.9496  0.0057
C  7.0044  -0.1710  4.0879  -0.0374
C  5.9144  -1.0301  4.0769  -0.0252
C  4.6278  -0.5223  3.9414  -0.2058
C  3.4517  -1.4686  4.0105  -0.0466
N  2.3004  -1.0271  3.2052  -0.0960
C  2.2201  -0.8620  1.8939  -0.1012
N  0.9840  -0.4822  1.5815  -0.0919
C  0.3448  -0.4212  2.7953  -0.1925
N  1.1183  -0.7451  3.7933  0.1611
C  4.4410  0.8447  3.8052  0.0243
H  -0.9323  4.7915  2.8189  0.1378
H  -1.1907  5.8899  1.4546  0.1343
H  -0.4561  2.3645  2.2196  0.1408
H  0.6872  2.9528  -1.7597  0.1134
H  0.1323  7.8689  1.6845  0.1215
H  2.3024  8.9477  2.1368  0.1188
H  4.2419  7.5907  2.8865  0.1270
H  1.8060  4.0876  2.8041  0.1161
H  7.6647  1.8745  3.9499  0.1272
H  8.0025  -0.5727  4.2004  0.1190
H  6.0688  -2.0975  4.1913  0.1213
H  3.0665  -1.5503  5.0243  0.1421
H  3.7423  -2.4636  3.6790  0.1339
H  3.0350  -0.9958  1.2008  0.1532
H  -0.6944  -0.1644  2.9161  0.1191
H  3.4441  1.2623  3.7200  0.1198
F  1.9191  0.0929  -0.8664  -0.4467
C  0.6854  0.7291  -4.6267  -0.2048
S  -0.7198  0.2256  -3.6590  0.9446
C  -1.8862  1.4934  -4.0952  -0.2012
O  -0.3099  0.6122  -2.2204  -0.7217
H  0.8197  1.8067  -4.5491  0.0740
H  0.5160  0.4292  -5.6624  0.0823
H  1.5493  0.2039  -4.2236  0.0643
H  -2.2710  1.2716  -5.0919  0.0841
H  -1.4015  2.4680  -4.0660  0.0765
H  -2.6924  1.4367  -3.3660  0.0569
C  1.8734  -4.1952  -2.4809  -0.1186
C  1.7860  -2.8261  -1.8046  -0.3877
P  0.1876  -2.4665  -0.9956  0.8906
C  -1.0891  -3.0167  -2.1912  -0.3709
C  -2.4645  -2.3672  -2.0396  -0.1422
C  0.1019  -3.6740  0.3745  -0.3696
C  -1.1119  -3.4964  1.2915  -0.1209
H  2.8723  -4.3309  -2.8932  0.0863
H  1.1630  -4.2911  -3.3016  0.0710
H  1.6956  -5.0095  -1.7780  0.0756
H  1.9861  -2.0215  -2.5151  0.0688
H  2.5441  -2.7333  -1.0236  0.0798
H  -1.1715  -4.0997  -2.0854  0.0990
H  -0.6895  -2.8248  -3.1888  0.0709
H  -2.9462  -2.6449  -1.1026  0.0704
H  -3.1188  -2.6911  -2.8488  0.0904
H  -2.4104  -1.2774  -2.0760  0.0104
H  1.0324  -3.5791  0.9394  0.0805
H  0.0926  -4.6719  -0.0657  0.0880
H  -1.1297  -2.5099  1.7510  0.0387
H  -1.0928  -4.2348  2.0914  0.0877
H  -2.0468  -3.6316  0.7485  0.0673
O  -3.2121  0.8159  -0.7240  0.1235
N  -2.8793  0.5603  0.3251  0.0215
O  -1.5507  -0.0535  0.3058  -0.4540

Record 2
Below is a structure of composition C28H37N2O2PTi, with properties calculated with ωB97M-V with the def2-TZVPD basis set.

As for the expectation value of S²: 2.01. As for the multiplicity: 3. Its HOMO-LUMO gap (alpha / beta) is 6.9 / 7.2 eV. As for the relative energy (zero: lowest compared OMol25 entry of this formula, charge and spin): 37.1 kJ/mol.

Last column: Mulliken spin population.
CARTESIAN COORDINATES (ANGSTROEM)
C  -2.6552  0.2120  -3.8350  0.0031
C  -2.2315  -1.0195  -3.3444  -0.0115
C  -1.4639  -1.1658  -2.1645  -0.1421
C  -1.0913  0.0034  -1.4489  0.0708
C  -1.3940  1.2386  -2.0711  -0.0621
C  -2.2269  1.3646  -3.1892  0.0111
C  -1.2857  -2.6080  -1.7543  0.0194
C  0.0181  -3.3185  -1.3124  0.0011
N  1.3137  -3.1537  -1.9030  0.0031
Ti  -0.5877  0.7011  0.6521  1.8995
C  -0.8840  2.5738  -1.6004  0.0055
P  0.6661  2.3726  -0.6251  -0.0301
H  -2.5331  -1.9228  -3.8852  -0.0009
H  -2.5135  2.3613  -3.5321  0.0006
H  -3.2963  0.2728  -4.7150  0.0000
H  -1.6387  3.1082  -0.9923  0.0027
H  -0.5986  3.2185  -2.4517  0.0009
H  -1.9953  -2.7802  -0.9267  -0.0041
H  -1.6863  -3.2182  -2.5737  0.0003
H  0.1040  -3.1996  -0.2225  0.0057
C  1.1388  4.0649  -0.2291  -0.0040
C  1.8386  1.9374  -1.9429  0.0201
H  -0.1989  -4.3954  -1.4599  -0.0034
C  1.5613  -2.3231  -3.0502  0.0035
C  2.4165  -3.3449  -0.9814  -0.0014
H  0.8402  1.4493  1.6585  0.1293
H  2.1765  -2.8938  -3.7672  -0.0006
H  0.6305  -2.0175  -3.5385  -0.0005
H  2.1414  -1.4150  -2.7896  -0.0024
H  3.1485  -4.0598  -1.3979  0.0001
H  2.9551  -2.3980  -0.7752  0.0006
H  2.0387  -3.7284  -0.0206  0.0008
H  2.1235  2.8344  -2.5079  -0.0029
H  2.7397  1.4958  -1.4984  0.0052
H  1.3991  1.2111  -2.6375  0.0027
H  1.2099  4.6732  -1.1450  0.0016
H  0.3913  4.4834  0.4586  -0.0001
H  2.1104  4.0061  0.2831  0.0018
H  1.0822  0.7641  1.4438  -0.0205
C  3.0008  0.5155  4.5599  -0.0042
C  2.4947  -0.8348  4.1379  -0.0012
C  3.3744  -1.6821  3.4719  -0.0001
C  2.9780  -2.9528  3.0581  0.0000
C  1.6634  -3.3494  3.2626  0.0005
C  0.7511  -2.4847  3.8996  -0.0003
N  -0.5474  -2.9468  4.0612  -0.0007
C  -1.7708  -2.3007  4.3281  0.0011
C  -2.5537  -2.8074  5.3798  -0.0030
C  -3.8005  -2.2484  5.6646  0.0035
C  -4.3361  -1.2556  4.8306  -0.0023
C  -3.6032  -0.7700  3.7568  0.0046
C  -2.3281  -1.2752  3.5010  -0.0137
C  -1.6133  -0.6420  2.4083  0.0376
O  -0.6928  -1.1648  1.6761  -0.0131
O  -1.9345  0.5920  2.0949  0.0714
C  1.1805  -1.2435  4.4121  -0.0005
C  0.2667  -0.3959  5.2314  0.0094
H  2.3958  1.3355  4.1535  0.0043
H  3.0275  0.6279  5.6520  0.0002
H  4.0264  0.6524  4.1973  0.0004
H  4.3941  -1.3361  3.2968  0.0009
H  3.6948  -3.6300  2.5931  0.0001
H  1.3070  -4.3315  2.9356  0.0004
H  -0.6528  -3.9537  3.9043  0.0001
H  -2.1623  -3.6336  5.9808  -0.0001
H  -4.3743  -2.6190  6.5100  0.0002
H  -5.3325  -0.8569  4.9990  -0.0001
H  -4.0017  -0.0138  3.0764  0.0023
H  -0.5096  0.0921  4.6240  -0.0004
H  -0.2307  -0.9814  6.0168  -0.0006
H  0.8301  0.4015  5.7269  0.0006

Record 3
Below is a structure of composition C28H37N4O3PS2Ti, with properties calculated with ωB97M-V with the def2-TZVPD basis set.

As for the net charge: -2. Its HOMO-LUMO gap is 5.1 eV. As for the relative energy (zero: lowest compared OMol25 entry of this formula, charge and spin): 0.0 kJ/mol.

Last column: Löwdin charge in e.
CARTESIAN COORDINATES (ANGSTROEM)
Ti  0.1550  -0.0815  0.2717  0.3364
O  -4.0400  -0.7114  0.9903  -0.0244
C  -2.9295  -0.3113  0.6028  -0.4948
N  -1.7265  -0.7761  0.9159  -0.0670
C  -1.6837  -1.6610  2.0513  -0.1626
C  -0.7533  -1.0780  3.0905  -0.2364
C  -0.6581  -1.6485  4.3575  -0.0318
C  0.1149  -1.0312  5.3202  -0.0945
C  0.7716  0.1464  4.9939  -0.0760
C  0.6562  0.6280  3.7015  -0.1317
N  -0.0741  0.0244  2.7622  0.0872
C  -2.8619  0.9006  -0.2954  -0.1928
C  -3.9866  1.3502  -0.9793  -0.0171
C  -3.8590  2.4927  -1.7453  -0.0888
C  -2.6300  3.1390  -1.7976  -0.0703
C  -1.5587  2.6020  -1.1035  -0.1888
N  -1.6836  1.5029  -0.3615  0.0299
H  -1.3467  -2.6702  1.7843  0.1141
H  -2.6815  -1.7507  2.5006  0.1196
H  -1.2017  -2.5618  4.5655  0.1113
H  0.2042  -1.4591  6.3120  0.0943
H  1.3851  0.6789  5.7076  0.0940
H  1.1664  1.5314  3.3886  0.0579
H  -4.9091  0.7982  -0.8750  0.1039
H  -4.7065  2.8794  -2.3022  0.0904
H  -2.4858  4.0411  -2.3782  0.0916
H  -0.5707  3.0408  -1.1142  0.0423
C  3.0827  4.1808  -1.7199  -0.1062
C  2.7546  2.7013  -1.6894  -0.3705
O  3.1008  2.1609  -0.4226  -0.3989
P  1.9804  1.8042  0.7002  0.2968
S  0.5209  0.1975  -1.9288  0.0088
S  0.9501  3.4534  1.2000  0.1332
O  3.0570  1.6372  1.9516  -0.4103
C  4.3030  0.9744  1.7824  -0.3250
C  5.0355  1.0423  3.1065  -0.0883
H  2.7827  4.6026  -2.6846  0.0634
H  4.1552  4.3502  -1.5929  0.0624
H  2.5538  4.7049  -0.9238  0.0304
H  3.3451  2.1574  -2.4327  0.1078
H  1.7040  2.4952  -1.9156  0.0099
H  4.8808  1.4627  0.9945  0.1059
H  4.1385  -0.0570  1.4755  0.0722
H  5.1801  2.0823  3.4025  0.0707
H  6.0131  0.5596  3.0285  0.0682
H  4.4658  0.5426  3.8884  0.0592
C  -2.4256  -3.6193  -1.0242  -0.0760
C  -0.9605  -3.2029  -1.1245  -0.4039
C  -0.3923  -3.5037  -2.5109  -0.0772
C  -0.0697  -3.8053  -0.0583  -0.1673
C  -0.1999  -5.1494  0.2595  -0.0802
C  0.6718  -5.7955  1.1280  -0.1376
C  1.7472  -5.0628  1.6147  -0.0872
C  1.9221  -3.7168  1.3237  -0.1686
C  3.2084  -3.0651  1.7569  -0.3827
C  4.0185  -2.6397  0.5354  -0.0730
C  3.0193  -1.9349  2.7619  -0.0725
C  0.9459  -3.0150  0.5620  -0.2759
N  0.9437  -1.6661  0.4338  -0.1102
H  -3.0238  -3.0485  -1.7378  0.0753
H  -2.8302  -3.4267  -0.0295  0.0698
H  -2.5766  -4.6801  -1.2536  0.0587
H  -0.9190  -2.1166  -1.0243  0.0499
H  0.5882  -3.0405  -2.6225  0.0644
H  -1.0375  -3.0887  -3.2891  0.0689
H  -0.2997  -4.5847  -2.6732  0.0694
H  -1.0075  -5.7114  -0.1994  0.0928
H  0.5471  -6.8428  1.3759  0.0701
H  2.5005  -5.5519  2.2284  0.0903
H  3.7828  -3.8562  2.2604  0.1145
H  3.4809  -1.8852  -0.0427  0.0741
H  4.1954  -3.4963  -0.1185  0.0749
H  4.9924  -2.2345  0.8301  0.0666
H  2.5038  -1.0863  2.3089  0.0457
H  3.9873  -1.5944  3.1370  0.0636
H  2.4228  -2.2726  3.6132  0.0778

So what do the calculations give for F_max? Going down the list: 1.42 2.98 1.72 eV/A.